{
  "formula": "C12H23EuN2O2P2",
  "method": "ωB97M-V/def2-TZVPD",
  "symbols": ["Eu", "P", "C", "C", "N", "C", "C", "C", "C", "C", "P", "H", "H", "H", "H", "H", "H", "H", "H", "O", "H", "H", "O", "H", "C", "H", "H", "H", "C", "H", "H", "H", "C", "H", "H", "H", "C", "H", "H", "H", "N", "C"],
  "positions_angstrom": [[-0.89060, -1.55461, -0.64998], [-2.03645, 1.31145, -1.35923], [-0.35489, 1.63665, -2.15745], [0.80203, 1.67272, -1.15066], [0.70117, 0.87776, -0.04350], [1.61096, 1.10028, 0.95479], [2.73055, 1.94507, 0.80063], [2.89334, 2.61742, -0.40637], [1.90894, 2.52011, -1.37503], [1.42707, 0.36887, 2.29764], [0.19276, -1.01558, 2.11255], [1.93700, 3.11574, -2.27950], [3.45919, 2.00430, 1.61754], [3.77859, 3.23922, -0.55911], [2.39916, -0.05459, 2.62899], [1.10499, 1.07794, 3.08937], [-0.16493, 0.89780, -2.95930], [-0.45117, 2.62513, -2.65218], [0.35023, -3.82548, -2.02763], [0.54469, -2.88310, -2.24184], [0.97729, -2.87129, -3.12265], [-1.20347, -4.58629, 0.70570], [-0.28256, -4.76738, 0.41543], [-0.10636, -5.71149, 0.58236], [1.56071, -2.22811, 1.94738], [2.15487, -2.05042, 2.84909], [1.18189, -3.25767, 1.93181], [2.19546, -1.99189, 1.08335], [0.12083, -1.20318, 3.92844], [-0.45947, -2.11286, 4.14597], [1.15583, -1.33766, 4.28841], [-0.29690, -0.30071, 4.40347], [-2.45573, 3.12434, -1.30784], [-2.32568, 3.49898, -2.33637], [-3.51875, 3.21764, -1.03097], [-1.78237, 3.69485, -0.64708], [-2.73706, 1.18589, -3.04118], [-3.81338, 1.05144, -2.94052], [-2.53809, 2.13741, -3.55227], [-2.26641, 0.38177, -3.60978], [-4.27393, -1.81678, 1.10344], [-3.22937, -1.73368, 0.56410]],
  "forces_ev_per_a": [[-0.64, 0.95, 0.88], [0.91, 1.23, -1.46], [0.80, -0.10, 0.70], [0.41, 0.05, -0.05], [0.84, 1.14, -0.01], [0.41, -0.16, 0.03], [-0.65, -0.59, -0.19], [0.34, 0.09, 0.41], [-1.00, -0.48, 0.32], [-0.17, 0.81, -1.25], [1.48, 0.52, 1.40], [0.08, -0.09, 0.04], [-0.35, 0.12, -0.42], [-0.33, -0.15, -0.03], [-0.60, 0.31, -0.17], [0.03, -0.26, -0.61], [-0.01, 0.18, 0.32], [0.29, -0.63, 0.15], [0.42, 0.65, -0.29], [-0.02, -0.86, -0.49], [-0.36, -0.10, 0.78], [0.70, -0.58, -0.05], [-0.69, 0.27, -0.05], [-0.27, 0.57, -0.05], [0.10, -0.50, -0.22], [0.13, -0.48, -0.35], [0.33, 0.17, -0.17], [-0.18, -0.34, -0.02], [-0.67, -0.39, 0.43], [0.08, 0.47, 0.37], [-0.55, 0.09, -0.03], [-0.16, -0.58, -0.13], [-0.17, 0.06, 0.65], [-0.07, -0.04, 0.57], [0.50, 0.26, 0.12], [-0.54, -0.24, 0.01], [-0.60, -0.27, -0.18], [-0.05, -0.17, -0.41], [-0.13, -0.51, -0.11], [-0.36, -0.14, -0.03], [1.99, 0.19, -0.99], [-1.27, -0.49, 0.54]],
  "total_charge": 1,
  "orbital_gap_ev": [8.389, 8.868],
  "homo_energy_ev": [-11.74, -12.19],
  "spin_multiplicity": 8,
  "mol_weight_g_mol": 441.24
}